Entry 1:
A 10-piece molecular cluster, C48H108O28P4S6 overall in a non-equilibrium geometry. Source: the OMol25 dataset; level of theory: ωB97M-V/def2-TZVPD.

The value obtained for the energy above the lowest of the compared OMol25 structures with the same formula, charge and spin is 1167.1 kJ/mol. Its net charge is 0. As for the largest force on an atom: 5.6 eV/A. Its structure (SMILES) is CCOP(=O)(OCC)OCC.CCOP(=O)(OCC)OCC.CCOP(=O)(OCC)OCC.CCOP(=O)(OCC)OCC.O=S1(=O)CCCC1.O=S1(=O)CCCC1.O=S1(=O)CCCC1.O=S1(=O)CCCC1.O=S1(=O)CCCC1.O=S1(=O)CCCC1. The value obtained for the highest occupied orbital energy is -0.372 Ha. For the HOMO-LUMO gap, the calculation gives 9.90 eV.

CARTESIAN COORDINATES (ANGSTROEM)
C (-2.3760, -7.6253, 15.1136)
C (-3.7866, -8.2504, 15.3108)
O (-4.5192, -7.3436, 16.1395)
P (-4.1508, -7.0988, 17.7753)
O (-2.7365, -6.7033, 18.0866)
O (-5.1731, -5.9821, 18.2419)
C (-5.2620, -5.6918, 19.6449)
C (-5.3357, -4.1761, 19.7890)
O (-4.8111, -8.3959, 18.5310)
C (-6.0081, -8.9996, 17.9661)
C (-6.8577, -9.5815, 19.0941)
H (-1.7433, -7.4186, 15.9768)
H (-1.9074, -8.2135, 14.3246)
H (-2.4144, -6.5794, 14.8091)
H (-4.4369, -8.3179, 14.4386)
H (-3.6250, -9.2491, 15.7166)
H (-6.2258, -6.1603, 19.8442)
H (-4.5262, -6.1669, 20.2937)
H (-4.3472, -3.8830, 19.4356)
H (-6.1573, -3.5384, 19.4627)
H (-5.1890, -3.7685, 20.7892)
H (-6.5753, -8.1778, 17.5292)
H (-5.8339, -9.7306, 17.1766)
H (-7.8789, -9.6242, 18.7154)
H (-6.4483, -10.5671, 19.3160)
H (-6.8626, -9.0403, 20.0402)
C (-14.4220, 5.2593, 19.5380)
C (-13.6880, 5.7406, 18.2271)
O (-12.4235, 5.0710, 18.1707)
P (-11.1197, 5.9608, 17.8232)
O (-11.2958, 6.7947, 16.6523)
O (-10.6525, 6.6608, 19.1848)
C (-9.4442, 7.4279, 19.3185)
C (-9.6086, 8.5154, 20.3432)
O (-9.9444, 4.7812, 17.6720)
C (-9.8299, 3.8037, 18.6132)
C (-8.4475, 3.0600, 18.1658)
H (-14.6297, 4.1981, 19.4006)
H (-13.9713, 5.5213, 20.4952)
H (-15.4501, 5.6179, 19.4874)
H (-14.2773, 5.5458, 17.3311)
H (-13.5668, 6.8238, 18.2176)
H (-8.6617, 6.7337, 19.6251)
H (-9.0822, 7.8268, 18.3709)
H (-9.2727, 8.3191, 21.3614)
H (-8.9323, 9.3453, 20.1383)
H (-10.6691, 8.7534, 20.4251)
H (-9.7423, 4.2610, 19.5988)
H (-10.7680, 3.2503, 18.5708)
H (-8.3952, 2.1515, 18.7659)
H (-8.4080, 2.8146, 17.1045)
H (-7.6285, 3.7486, 18.3737)
C (-17.6167, 3.1918, 14.0489)
C (-18.4434, 4.4974, 13.9245)
O (-19.5091, 4.2202, 12.9665)
P (-20.4034, 5.4237, 12.1671)
O (-21.7146, 5.0184, 11.6267)
O (-20.4035, 6.7013, 13.2094)
C (-21.0589, 7.9161, 12.9340)
C (-20.4396, 9.0218, 13.8571)
O (-19.3138, 5.8010, 11.0255)
C (-19.3235, 5.2014, 9.7743)
C (-19.4978, 6.3434, 8.7989)
H (-16.6849, 3.1269, 13.4872)
H (-17.2410, 3.1646, 15.0718)
H (-18.0807, 2.2134, 13.9240)
H (-18.7628, 5.0209, 14.8256)
H (-17.8560, 5.1668, 13.2960)
H (-20.8705, 8.0753, 11.8723)
H (-22.1438, 7.9600, 13.0300)
H (-20.9239, 9.9983, 13.8651)
H (-20.4894, 8.7837, 14.9196)
H (-19.3605, 9.1320, 13.7505)
H (-18.3381, 4.7698, 9.5992)
H (-20.1922, 4.5537, 9.6560)
H (-20.2761, 7.0502, 9.0867)
H (-18.5148, 6.8144, 8.7997)
H (-19.7196, 6.0483, 7.7733)
C (-1.9964, 4.1919, 27.7982)
C (-2.6214, 5.4914, 27.0656)
O (-2.8670, 5.2811, 25.7056)
P (-1.7280, 5.5072, 24.5261)
O (-0.8697, 4.3558, 24.2326)
O (-1.0860, 6.9479, 24.9834)
C (0.0795, 7.3495, 24.2475)
C (-0.4207, 8.0093, 22.9351)
O (-2.7438, 5.9171, 23.2761)
C (-2.9609, 5.1805, 22.1440)
C (-3.4084, 3.7813, 22.5728)
H (-1.9444, 4.0677, 28.8799)
H (-2.3400, 3.2923, 27.2877)
H (-0.9099, 4.2630, 27.7482)
H (-3.5489, 5.8695, 27.4957)
H (-1.9238, 6.3245, 27.1504)
H (0.7334, 8.0382, 24.7824)
H (0.7067, 6.5402, 23.8736)
H (-0.6803, 7.2524, 22.1950)
H (-1.2930, 8.6545, 23.0393)
H (0.5315, 8.5255, 22.8123)
H (-3.7300, 5.8102, 21.6965)
H (-2.1137, 5.1586, 21.4585)
H (-2.5427, 3.3004, 23.0281)
H (-4.2717, 3.7892, 23.2382)
H (-3.6730, 3.0089, 21.8507)
O (-20.6491, 6.4990, 18.4665)
S (-22.1345, 6.3966, 18.4542)
O (-22.9172, 7.4958, 18.0440)
C (-22.5458, 4.7264, 17.8582)
C (-23.6518, 4.2199, 18.7753)
C (-23.0661, 4.4921, 20.1650)
C (-22.6445, 5.9996, 20.1465)
H (-21.7622, 3.9687, 17.8608)
H (-22.8706, 4.7163, 16.8178)
H (-24.5564, 4.7862, 18.5541)
H (-23.7029, 3.1582, 18.5338)
H (-22.2059, 3.8807, 20.4377)
H (-23.8088, 4.2784, 20.9336)
H (-22.0409, 6.5305, 20.8827)
H (-23.6137, 6.4820, 20.2733)
O (-14.4504, 12.2219, 10.4988)
S (-15.2933, 11.1598, 11.1130)
O (-16.6992, 10.9455, 10.7272)
C (-14.5010, 9.4395, 10.9994)
C (-14.7443, 8.9404, 12.4350)
C (-14.7637, 10.0012, 13.5427)
C (-15.2507, 11.2397, 12.8846)
H (-13.4850, 9.8029, 10.8451)
H (-14.8732, 8.8693, 10.1482)
H (-15.6918, 8.4021, 12.4133)
H (-14.0465, 8.1282, 12.6391)
H (-13.7890, 10.2614, 13.9555)
H (-15.4406, 9.6723, 14.3313)
H (-14.5693, 11.9841, 13.2966)
H (-16.1991, 11.6699, 13.2064)
O (-11.5269, -4.9995, 14.8077)
S (-11.6001, -3.9258, 13.8419)
O (-12.5656, -3.9718, 12.7544)
C (-11.8641, -2.3504, 14.7843)
C (-10.4314, -1.6826, 14.9767)
C (-9.2352, -2.6141, 14.4377)
C (-9.8490, -3.4170, 13.2944)
H (-12.4505, -2.4780, 15.6942)
H (-12.5465, -1.7845, 14.1501)
H (-10.3652, -0.6722, 14.5733)
H (-10.3562, -1.5134, 16.0509)
H (-8.7526, -3.1950, 15.2237)
H (-8.3778, -2.0299, 14.1036)
H (-9.3862, -4.3120, 12.8788)
H (-9.9154, -2.7697, 12.4200)
O (-9.5781, 14.3285, 21.5248)
S (-10.2126, 15.2705, 20.6314)
O (-9.6368, 15.5249, 19.3404)
C (-11.8054, 14.8303, 20.1681)
C (-12.7421, 15.8164, 20.8995)
C (-11.8877, 17.2383, 20.9437)
C (-10.4379, 16.9305, 21.3874)
H (-11.9878, 13.8160, 20.5232)
H (-11.9416, 14.7149, 19.0929)
H (-13.6319, 16.0690, 20.3228)
H (-13.1949, 15.4937, 21.8370)
H (-12.4551, 18.0579, 21.3844)
H (-11.8935, 17.5148, 19.8894)
H (-10.4427, 16.7522, 22.4627)
H (-9.4633, 17.3979, 21.2468)
O (-6.8970, 10.0824, 14.7304)
S (-6.8030, 11.0735, 13.6978)
O (-5.5612, 11.7029, 13.3172)
C (-7.5751, 10.3639, 12.1814)
C (-9.0972, 10.5003, 12.5227)
C (-9.2421, 11.9885, 13.1041)
C (-8.0119, 12.3960, 13.9479)
H (-7.2387, 9.3813, 11.8505)
H (-7.1440, 10.9744, 11.3879)
H (-9.6813, 10.1875, 11.6572)
H (-9.5026, 9.8201, 13.2717)
H (-10.1799, 12.1115, 13.6460)
H (-9.2557, 12.6528, 12.2400)
H (-8.1328, 12.6403, 15.0033)
H (-7.5425, 13.3072, 13.5771)
O (-20.7284, 10.7382, 21.4192)
S (-19.8247, 11.2804, 22.4309)
O (-20.3347, 12.3069, 23.3730)
C (-19.0206, 9.8267, 23.2152)
C (-17.9345, 9.4988, 22.1841)
C (-17.2844, 10.7142, 21.6774)
C (-18.2989, 11.8711, 21.5391)
H (-19.7926, 9.0843, 23.4174)
H (-18.5431, 10.0637, 24.1660)
H (-17.2499, 8.7744, 22.6253)
H (-18.4841, 9.0977, 21.3325)
H (-16.6094, 10.5447, 20.8385)
H (-16.4767, 10.9544, 22.3688)
H (-18.5349, 12.4381, 20.6387)
H (-17.9656, 12.8134, 21.9740)



Entry 2:
C24H18F5O2Sr as an isolated structure in a non-equilibrium geometry. Source: the OMol25 dataset; level of theory: ωB97M-V/def2-TZVPD.

Its net charge is -1. As for the largest force on an atom: 3.0 eV/A. The value obtained for the highest occupied orbital energy is -0.117 Ha. For the HOMO-LUMO gap, the calculation gives 4.73 eV.

CARTESIAN COORDINATES (ANGSTROEM)
C (0.7776, -1.8233, 2.1044)
C (-0.5328, -2.1296, 1.6781)
C (-0.4659, -2.6470, 0.3504)
H (-1.4273, -2.0481, 2.2947)
C (0.9143, -2.6379, -0.0469)
C (1.6639, -2.0834, 1.0321)
H (2.7463, -1.9634, 1.0619)
H (1.0533, -1.5240, 3.1158)
H (-1.2916, -3.0770, -0.2252)
H (1.3221, -3.0649, -0.9690)
C (-0.6375, 2.5788, 0.7536)
C (-0.3763, 1.9116, 1.9809)
C (1.0016, 1.6503, 2.0699)
H (-1.0939, 1.6869, 2.7673)
C (1.6298, 2.1456, 0.8948)
C (0.6246, 2.7781, 0.0957)
H (0.7843, 3.3904, -0.8018)
H (-1.5999, 2.9257, 0.4072)
H (1.5034, 1.2256, 2.9343)
H (2.6970, 2.1092, 0.6825)
Sr (0.1659, 0.0992, -0.6561)
O (0.0345, -0.1664, -3.1576)
C (-1.1408, -0.8658, -3.7526)
C (0.1536, -0.9608, -4.4853)
H (-1.4672, -1.7533, -3.2213)
H (-1.9075, -0.1988, -4.1634)
H (0.7407, -1.8821, -4.3754)
H (1.1847, -1.9195, -6.7500)
C (0.8905, -0.8746, -6.8578)
C (0.3787, -0.2161, -5.7180)
C (0.0014, 1.1380, -5.8152)
H (-0.3736, 1.6536, -4.9291)
C (0.1474, 1.8092, -7.0300)
H (-0.1294, 2.8658, -7.0844)
C (0.6417, 1.1389, -8.1562)
H (0.7377, 1.6743, -9.1004)
C (1.0035, -0.2125, -8.0662)
H (1.3743, -0.7418, -8.9439)
F (-1.2888, 0.1556, 9.3791)
C (-1.1083, 0.0759, 8.0532)
C (-0.9279, 1.2467, 7.3030)
F (-0.9439, 2.4445, 7.9206)
C (-0.7876, 1.1725, 5.9410)
F (-0.5645, 2.2916, 5.2222)
C (-0.9016, -0.0709, 5.2280)
O (-0.9252, -0.1404, 3.9790)
C (-0.9764, -1.2515, 6.0548)
F (-0.9378, -2.4441, 5.4394)
C (-1.1020, -1.1722, 7.4180)
F (-1.2649, -2.2987, 8.1441)



Entry 3:
C33H29BrCsN7O7S as an isolated structure in a non-equilibrium geometry. Source: the OMol25 dataset; level of theory: ωB97M-V/def2-TZVPD.

The value obtained for the energy above the lowest of the compared OMol25 structures with the same formula, charge and spin is 246.3 kJ/mol. Its net charge is -2. As for the largest force on an atom: 3.2 eV/A. The value obtained for the highest occupied orbital energy is -0.094 Ha. For the HOMO-LUMO gap, the calculation gives 6.08 eV.

CARTESIAN COORDINATES (ANGSTROEM)
Cs (-0.4181, -1.6440, 1.0220)
O (3.0097, 0.0919, -1.1622)
C (2.9028, -1.2121, -1.6968)
C (3.3729, -2.3193, -0.7300)
N (2.2945, -2.9686, -0.0013)
C (1.8998, -4.2794, -0.4741)
C (0.4469, -4.3418, -1.0522)
O (0.3055, -5.0928, -2.0508)
O (-0.4210, -3.6537, -0.4765)
C (2.3490, -2.8248, 1.4371)
C (2.4545, -1.3400, 1.9065)
O (3.1636, -1.1354, 2.9010)
O (1.7983, -0.4942, 1.2368)
H (2.5484, 0.0664, -0.2943)
H (3.5313, -1.2220, -2.5962)
H (1.8710, -1.4381, -1.9960)
H (4.0707, -1.8593, -0.0223)
H (3.9310, -3.0652, -1.3134)
H (1.9393, -5.0205, 0.3379)
H (2.5586, -4.6284, -1.2724)
H (3.1904, -3.3759, 1.8873)
H (1.4197, -3.2158, 1.8617)
N (-1.4943, 3.9489, 2.9676)
C (-2.1864, 2.8118, 3.4151)
C (-2.6481, 2.7960, 4.7352)
C (-3.2418, 1.6365, 5.2060)
C (-3.3765, 0.5521, 4.3551)
C (-2.9745, 0.7081, 3.0368)
N (-2.4016, 1.8146, 2.5722)
C (-0.4382, 4.0146, 2.0575)
C (0.1812, 5.2618, 1.8706)
C (1.2795, 5.3331, 1.0363)
C (1.7424, 4.1768, 0.4235)
C (1.0533, 2.9966, 0.6595)
N (-0.0170, 2.9187, 1.4436)
H (-1.5131, 4.7222, 3.6068)
H (-2.5036, 3.6559, 5.3801)
H (-3.5790, 1.5788, 6.2341)
H (-3.7968, -0.3885, 4.6827)
H (-3.1206, -0.0995, 2.3326)
H (-0.1990, 6.1393, 2.3815)
H (1.7727, 6.2840, 0.8737)
H (2.6106, 4.1880, -0.2211)
H (1.3680, 2.0619, 0.2055)
N (-1.7101, 1.2789, -5.7243)
C (-1.8664, 2.5864, -5.3392)
C (-2.1978, 3.7424, -6.0313)
C (-2.2572, 4.9154, -5.2964)
C (-2.0011, 4.9230, -3.9208)
C (-1.6826, 3.7676, -3.2304)
C (-1.6084, 2.5780, -3.9517)
N (-1.3008, 1.3033, -3.5324)
C (-1.3659, 0.5548, -4.5957)
C (-1.1334, -0.8780, -4.6754)
C (-1.2560, -1.6239, -5.8178)
S (-0.9563, -3.2773, -5.4893)
C (-0.6683, -2.8575, -3.8138)
N (-0.7870, -1.6058, -3.5635)
H (-1.8062, 0.9169, -6.6534)
H (-2.4071, 3.7312, -7.0946)
H (-2.5050, 5.8442, -5.7954)
H (-2.0508, 5.8633, -3.3850)
H (-1.4950, 3.7704, -2.1667)
H (-1.5078, -1.3060, -6.8176)
H (-0.4055, -3.6455, -3.1048)
Br (-5.3239, -4.5166, 3.6590)
C (-3.6479, -5.2974, 3.2064)
C (-3.5992, -6.6851, 3.2492)
C (-2.4060, -7.3371, 2.9887)
C (-1.2657, -6.6016, 2.7069)
C (-1.3282, -5.2201, 2.6775)
C (-2.5170, -4.5337, 2.9166)
C (-2.4707, -2.9940, 2.8022)
O (-3.4893, -2.4353, 2.3601)
O (-1.3925, -2.4631, 3.1383)
H (-4.4982, -7.2412, 3.4794)
H (-2.3736, -8.4204, 3.0075)
H (-0.3309, -7.1086, 2.5009)
H (-0.4445, -4.6339, 2.4626)



Entry 4:
A 2-piece molecular cluster, C3H7IS2 overall in a non-equilibrium geometry. Source: the OMol25 dataset; level of theory: ωB97M-V/def2-TZVPD.

The value obtained for the energy above the lowest of the compared OMol25 structures with the same formula, charge and spin is 70.4 kJ/mol. Its net charge is 0. As for the largest force on an atom: 3.1 eV/A. Its structure (SMILES) is C=CI.CSS. The value obtained for the highest occupied orbital energy is -0.337 Ha. For the HOMO-LUMO gap, the calculation gives 9.67 eV.

CARTESIAN COORDINATES (ANGSTROEM)
C (-1.1070, 0.3228, -1.1609)
C (-0.6326, 0.6221, -2.3369)
I (1.1211, 1.8146, -2.4490)
H (-0.8090, 0.4245, -0.1862)
H (-1.8562, -0.3948, -1.2195)
H (-1.0209, 0.1354, -3.3619)
C (0.5430, 0.4869, 2.0602)
S (-0.1708, -1.1304, 1.7316)
S (1.1957, -2.3888, 0.8651)
H (0.9823, 0.9069, 1.1304)
H (1.1868, 0.4691, 2.9909)
H (-0.4117, 0.9700, 2.4603)
H (0.9792, -2.2384, -0.5242)



Entry 5:
C9H12F3N3OSe2Ta as an isolated structure in a non-equilibrium geometry. Source: the OMol25 dataset; level of theory: ωB97M-V/def2-TZVPD.

Its net charge is +3. As for the largest force on an atom: 1.0 eV/A. The value obtained for the highest occupied orbital energy is -0.740 Ha. For the HOMO-LUMO gap, the calculation gives 6.91 eV.

CARTESIAN COORDINATES (ANGSTROEM)
Ta (-0.1340, -0.0342, 0.9485)
C (2.7439, 0.2561, -1.5773)
Se (2.2338, 0.9573, 0.1861)
C (1.7888, 2.8359, -0.2038)
C (0.5017, 2.9973, -0.9771)
Se (-0.9966, 2.3390, 0.1230)
C (-2.4371, 2.1324, -1.1947)
H (3.6664, 0.7845, -1.8073)
H (1.9652, 0.4484, -2.3075)
H (2.9339, -0.8044, -1.4393)
H (2.6405, 3.2026, -0.7797)
H (1.7953, 3.3296, 0.7676)
H (0.4812, 2.4571, -1.9208)
H (0.2869, 4.0513, -1.1605)
H (-2.1145, 1.4702, -1.9910)
H (-2.6240, 3.1433, -1.5498)
H (-3.2933, 1.7533, -0.6431)
F (-1.3120, 0.6873, 3.7910)
C (-0.3059, 0.4880, 3.0164)
F (0.5674, 1.5263, 3.0329)
F (0.4087, -0.6306, 3.3815)
N (0.4714, -4.1588, 0.4142)
C (-0.2243, -3.0704, 0.3929)
O (0.3540, -1.9085, 0.6403)
C (-1.6682, -3.0694, 0.0806)
C (-2.1079, -1.8198, 0.2781)
N (-1.9352, -0.6644, 0.5772)
C (-2.3310, -4.2496, -0.3369)
N (-2.8479, -5.2395, -0.6100)
H (1.4681, -4.1483, 0.6069)
H (0.0248, -5.0620, 0.2617)